A gas-phase ion, C9H16N3 (charge +1), computed with the ωB97M-V functional and the def2-TZVPD basis.

The relative energy (zero: lowest compared OMol25 entry of this formula, charge and spin) is 4.7136 eV. Its largest force on an atom is 3.867 eV/Å. The calculation puts the LUMO energy at -2.4 eV. As for the calculated total energy: -14053.390 eV. Its SMILES is CC1=CN[C@@]2(C3CC3)[N@@H+]1[C@@]2(C)N. The net charge is +1. The value obtained for the gap between HOMO and LUMO is 0.3758 Eh.

Last column: Löwdin charge in e.
Element x y z (Å)
C1 1.5584 -1.5090 2.2825  -0.02
C2 -1.4593 1.1693 -0.6668  -0.19
H1 -2.3341 -0.9634 0.1035  0.14
C3 -1.1062 2.5876 -0.3840  -0.09
N1 1.1408 -1.6175 -1.3222  0.19
H2 1.1213 -1.5513 3.3187  0.10
H3 -2.8990 2.2654 0.4782  0.09
H4 0.6318 0.8843 0.9629  0.19
C4 0.7130 -0.3740 -1.1213  -0.39
C5 0.4116 -1.2254 1.3225  -0.22
H5 0.0057 2.8083 -0.3292  0.12
H6 2.4910 0.4914 -1.7113  0.10
C6 -0.6927 -1.8712 1.0073  -0.01
H7 -1.6752 1.4232 1.5780  0.13
H8 1.2232 0.6837 -2.9244  0.14
N2 -1.3735 -1.2024 -0.0633  0.09
H9 -2.3169 1.0066 -1.3537  0.16
H10 2.0061 -2.6104 2.0491  0.14
N3 0.5219 0.0044 0.4274  0.13
H11 -1.1375 -2.7970 1.2017  0.13
H12 1.0984 1.6303 -1.2711  0.05
H13 -1.6728 3.3826 -0.7534  0.10
H14 2.3821 -0.8593 2.0210  0.07
C7 -1.9621 1.8319 0.5925  -0.08
H15 1.9110 -1.7769 -1.8955  0.10
C8 -0.6015 -0.0997 -0.5021  -0.33
C9 1.4324 0.7693 -1.8035  0.05
H16 0.5822 -2.4808 -1.2435  0.14